{
  "formula": "C4H30BO23",
  "method": "ωB97M-V/def2-TZVPD",
  "species": ["O", "C", "O", "B", "O", "C", "O", "O", "C", "O", "C", "O", "O", "O", "H", "H", "O", "H", "H", "O", "H", "H", "O", "H", "H", "O", "H", "H", "O", "H", "H", "O", "H", "H", "O", "H", "H", "O", "H", "H", "O", "H", "H", "O", "H", "H", "O", "H", "H", "O", "H", "H", "O", "H", "H", "O", "H", "H"],
  "coordinates": [[-2.416, 1.733, 1.780], [-1.755, 1.401, 0.679], [-0.568, 1.044, 0.848], [-0.267, 0.310, -0.461], [-1.561, 0.215, -1.186], [-2.329, 0.795, -0.493], [-3.563, 0.585, -0.530], [0.258, -1.030, -0.037], [1.459, -1.179, -0.562], [2.051, -2.193, -0.575], [1.856, 0.063, -1.144], [0.861, 0.906, -1.104], [2.913, 0.293, -1.777], [5.588, 0.380, -1.476], [4.906, 0.624, -0.848], [6.294, 0.488, -1.012], [-0.519, -1.288, 2.792], [-0.277, -1.244, 1.815], [-1.457, -1.184, 2.784], [0.405, -4.432, -1.687], [0.912, -4.438, -2.332], [1.000, -4.271, -1.059], [-3.333, 5.156, 1.934], [-2.719, 4.445, 1.842], [-2.763, 5.816, 2.370], [5.193, -3.742, 0.726], [6.046, -3.905, 0.313], [4.756, -3.405, -0.165], [0.504, -1.117, -4.097], [1.078, -0.312, -3.820], [1.171, -1.714, -3.959], [2.710, 3.804, -0.345], [2.455, 3.036, 0.129], [2.381, 4.142, -1.228], [-5.723, -0.877, -1.893], [-5.488, -1.856, -2.054], [-4.999, -0.480, -1.924], [4.566, -2.286, -1.746], [3.744, -2.170, -1.331], [4.992, -1.481, -1.718], [-1.840, 3.717, 4.975], [-1.980, 3.364, 5.811], [-1.600, 3.077, 4.294], [-4.651, 1.550, 3.255], [-4.807, 2.597, 3.487], [-4.905, 1.524, 2.282], [-1.356, 1.752, 3.423], [-1.566, 1.695, 2.504], [-1.793, 0.960, 3.702], [-1.778, -2.881, -2.343], [-1.152, -3.281, -1.873], [-1.219, -1.959, -2.620], [3.681, -0.505, -4.325], [4.495, -0.019, -4.345], [3.298, -0.081, -3.552], [-3.399, -0.873, 2.754], [-3.677, 0.097, 2.881], [-4.139, -1.391, 2.219]],
  "mulliken_charge": [-0.42, 0.83, -0.60, 1.57, -0.48, 0.37, -0.70, -0.72, 0.82, -0.66, 0.31, -0.72, -0.63, -0.55, 0.28, 0.23, -0.68, 0.50, 0.32, -0.52, 0.24, 0.26, -0.62, 0.29, 0.32, -0.66, 0.28, 0.39, -0.60, 0.25, 0.33, -0.63, 0.31, 0.32, -0.58, 0.32, 0.28, -0.65, 0.38, 0.39, -0.71, 0.23, 0.48, -0.75, 0.36, 0.35, -1.00, 0.57, 0.30, -0.63, 0.38, 0.31, -0.61, 0.30, 0.27, -0.69, 0.33, 0.30],
  "lumo_energy_ev": 0.812,
  "energy_ev": -52403.9725,
  "total_charge": -1,
  "e_homo_ev": -6.9769,
  "orbital_gap_ev": 7.788,
  "relative_energy_kcal_mol": 245.65,
  "mol_weight_g_mol": 457.1
}



{
  "formula": "C2H2O2S",
  "method": "ωB97M-V/def2-TZVPD",
  "species": ["O", "C", "C", "O", "S", "H", "H"],
  "coordinates": [[1.789, -0.650, -0.514], [1.058, -0.050, 0.220], [-0.383, 0.531, -0.214], [-0.483, 1.716, -0.343], [-1.895, -0.432, -0.177], [1.337, 0.589, 1.168], [-1.423, -1.704, -0.140]],
  "mulliken_charge": [-0.38, 0.09, 0.52, -0.43, -0.20, 0.24, 0.16],
  "lumo_energy_ev": -0.104,
  "energy_ev": -17035.2468,
  "total_charge": 0,
  "smiles": "O=CC(=O)S",
  "e_homo_ev": -9.9354,
  "orbital_gap_ev": 9.832,
  "relative_energy_kcal_mol": 17.94,
  "mol_weight_g_mol": 90.1
}